1.
Entry from OMol25: C17H16Cl2Zn as an isolated structure at a distorted geometry (ωB97M-V with the def2-TZVPD basis set).

Each line ends with the natural charge from an NBO analysis.
CARTESIAN COORDINATES (ANGSTROEM)
C -2.580 2.280 -0.481  -0.381
C -1.832 1.771 -1.584  -0.365
C -0.492 2.217 -1.457  -0.394
H -2.193 1.031 -2.297  0.213
C -0.413 3.049 -0.302  -0.394
C -1.707 3.076 0.313  -0.376
H -1.950 3.592 1.242  0.167
H -3.619 2.048 -0.303  0.174
H 0.305 1.901 -2.114  0.201
H 0.464 3.586 0.052  0.169
Zn -0.548 -1.157 -0.631  1.451
Cl -2.277 -1.261 -2.016  -0.772
C 1.025 -2.683 -2.651  -0.450
C 2.168 -1.839 -2.506  -0.374
C 2.135 -0.867 -3.551  -0.364
H 2.954 -1.955 -1.760  0.179
C 0.976 -1.115 -4.347  -0.352
C 0.296 -2.240 -3.797  -0.331
H -0.602 -2.710 -4.199  0.189
H 0.790 -3.556 -2.041  0.185
H 2.893 -0.105 -3.742  0.177
H 0.693 -0.576 -5.252  0.179
Cl -0.210 -3.127 2.300  -0.007
C -0.088 -1.561 3.002  -0.064
C -0.315 -1.347 4.371  -0.243
C -0.288 -0.050 4.930  -0.251
C 0.096 1.033 4.132  -0.219
C 0.511 0.775 2.835  -0.184
C 0.366 -0.480 2.209  -0.018
C 0.760 -0.629 0.782  -1.058
H -0.551 -2.156 5.056  0.203
H -0.593 0.163 5.964  0.196
H 0.177 2.061 4.521  0.203
H 1.040 1.539 2.265  0.226
H 0.854 0.396 0.350  0.256
H 1.754 -1.106 0.706  0.231

Output
Kohn-Sham gap in eV: 4.8
Total charge: -2



2.
Entry from OMol25: a 11-piece molecular cluster, C22H65N15O11 overall at a distorted geometry (ωB97M-V with the def2-TZVPD basis set).

Each line ends with the Löwdin charge.
CARTESIAN COORDINATES (ANGSTROEM)
C 3.209 -0.899 3.204  -0.728
O 3.793 -1.211 4.235  0.000
N 3.568 0.159 2.468  0.170
N 2.096 -1.525 2.809  0.179
H 2.881 0.421 1.776  0.054
H 4.467 0.573 2.669  0.115
H 1.482 -1.171 2.089  0.042
H 1.807 -2.345 3.324  0.087
C -0.041 -0.039 5.030  -0.734
O -0.437 -1.205 4.818  -0.028
N 0.193 0.833 4.146  0.193
N 0.370 0.431 6.178  0.190
H 0.545 1.726 4.459  0.125
H 0.084 0.577 3.175  0.078
H 0.117 -0.039 7.036  0.131
H 0.962 1.247 6.122  0.119
C -1.876 3.032 1.409  -0.715
O -2.330 2.486 0.379  0.007
N -2.457 4.046 2.106  0.153
N -0.692 2.796 1.907  0.163
H -3.391 4.312 1.829  0.111
H -2.120 4.247 3.036  0.098
H -0.199 2.083 1.388  0.069
H -0.235 3.254 2.683  0.113
C -3.916 -0.228 3.830  -0.777
O -5.136 -0.105 3.728  0.014
N -3.062 0.419 3.136  0.205
N -3.353 -0.908 4.819  0.172
H -2.064 0.462 3.288  0.079
H -3.493 0.958 2.399  0.099
H -3.923 -1.272 5.569  0.115
H -2.353 -1.003 4.924  0.048
C -0.435 -4.419 2.729  -0.757
O 0.780 -4.360 2.603  0.030
N -1.146 -3.712 3.576  0.169
N -1.252 -5.238 2.087  0.156
H -2.121 -3.894 3.767  0.115
H -0.588 -3.012 4.045  0.067
H -0.712 -5.896 1.544  0.114
H -2.247 -5.247 2.259  0.111
C -0.183 -0.635 0.571  -0.731
O 0.625 0.129 1.037  0.008
N -0.925 -1.509 1.241  0.207
N -0.452 -0.856 -0.675  0.213
H -1.739 -1.869 0.764  0.092
H -0.910 -1.410 2.246  0.077
H 0.066 -0.304 -1.344  0.091
H -1.298 -1.384 -0.832  0.079
C 2.828 -4.190 -0.785  -0.856
O 3.551 -3.711 -1.649  0.002
N 3.031 -5.398 -0.381  0.173
N 1.773 -3.655 -0.407  0.209
H 3.872 -5.841 -0.723  0.129
H 2.344 -5.746 0.272  0.103
H 1.376 -4.287 0.273  0.083
H 1.481 -2.736 -0.708  0.118
C -2.483 -4.461 -1.473  -0.097
C -3.777 -5.075 -1.874  -0.329
O -4.117 -4.592 -3.164  -0.075
H -1.637 -5.013 -1.884  0.081
H -2.354 -4.607 -0.400  0.052
H -2.348 -3.406 -1.709  0.060
H -4.602 -4.890 -1.185  0.111
H -3.728 -6.164 -1.862  0.109
H -3.345 -4.763 -3.708  0.080
C -1.227 0.153 -3.885  -0.077
C 0.085 -0.191 -4.491  -0.312
O 1.014 -0.187 -3.444  -0.106
H -1.936 0.303 -4.699  0.083
H -1.264 1.039 -3.251  0.084
H -1.557 -0.711 -3.308  0.063
H 0.381 0.599 -5.180  0.105
H 0.174 -1.155 -4.992  0.127
H 1.655 -0.870 -3.654  0.110
C -5.255 0.179 0.235  -0.078
C -4.554 -1.120 0.169  -0.344
O -3.516 -1.162 -0.749  -0.092
H -5.889 0.229 1.120  0.077
H -5.731 0.402 -0.720  0.086
H -4.606 1.008 0.517  0.054
H -5.236 -1.869 -0.234  0.117
H -4.182 -1.437 1.143  0.105
H -3.980 -1.207 -1.588  0.096
C 1.903 3.547 -4.634  -0.032
C 3.155 3.606 -3.784  -0.526
C 3.404 5.021 -3.392  -0.127
C 2.645 5.521 -2.103  -0.173
C 2.846 4.579 -1.000  -0.172
C 2.483 3.105 -1.353  -0.455
N 3.210 2.777 -2.603  -0.092
O 3.238 1.342 -2.811  -0.006
C 3.015 2.326 -0.154  -0.049
C 0.967 2.865 -1.566  0.005
C 4.413 3.153 -4.661  -0.018
H 2.175 3.877 -5.637  0.089
H 0.985 4.052 -4.334  0.077
H 1.491 2.541 -4.557  0.064
H 4.473 5.233 -3.364  0.116
H 2.999 5.627 -4.203  0.115
H 1.568 5.600 -2.248  0.110
H 3.071 6.495 -1.861  0.113
H 2.225 4.952 -0.186  0.120
H 3.874 4.665 -0.648  0.122
H 3.993 2.585 0.250  0.086
H 2.373 2.485 0.712  0.068
H 3.083 1.253 -0.334  0.077
H 0.670 1.837 -1.777  0.058
H 0.555 3.132 -0.593  0.068
H 0.506 3.413 -2.387  0.072
H 4.353 3.707 -5.598  0.068
H 4.398 2.132 -5.044  0.075
H 5.407 3.407 -4.292  0.081
H 2.317 1.200 -3.044  0.028

Output
Structure (SMILES): CC1(C)CCCC(C)(C)N1O.NC(N)=O.NC(N)=O.NC(N)=O.NC(N)=O.NC(N)=O.NC(N)=O.NC(N)=O.CCO.CCO.CCO
Kohn-Sham gap in eV: 7.8
ΔE to the lowest compared entry with this formula, charge and spin in eV: 4.291



3.
Entry from OMol25: C22H65BN11O10Pd as an isolated structure at a distorted geometry (ωB97M-V with the def2-TZVPD basis set).

Each line ends with the Löwdin charge.
CARTESIAN COORDINATES (ANGSTROEM)
Pd -0.211 0.861 0.960  1.051
B -0.778 -0.632 -0.813  -0.421
H 0.035 -0.847 0.061  -0.007
H -1.848 -0.520 -0.262  -0.018
H -0.579 0.451 -1.277  -0.036
H -0.798 -1.446 -1.670  0.020
C 2.818 -1.871 7.159  -0.127
O 3.893 -2.732 7.407  -0.172
C 3.691 -4.090 7.101  -0.225
C 3.491 -4.459 5.635  -0.208
N 2.149 -4.153 5.156  -0.082
C 1.871 -4.638 3.794  -0.180
C 2.361 -3.621 2.776  -0.203
O 1.346 -2.822 2.195  -0.237
C 0.475 -3.542 1.345  -0.075
H 2.440 -1.932 6.132  0.053
H 3.177 -0.850 7.284  0.087
H 1.980 -2.081 7.835  0.094
H 2.879 -4.488 7.738  0.128
H 4.569 -4.628 7.466  0.127
H 3.681 -5.539 5.533  0.122
H 4.299 -3.942 5.106  0.122
H 1.480 -4.544 5.806  0.113
H 0.777 -4.633 3.791  0.116
H 2.245 -5.651 3.614  0.124
H 2.934 -4.085 1.956  0.130
H 3.134 -3.020 3.266  0.107
H -0.247 -2.823 0.960  0.069
H -0.118 -4.293 1.880  0.094
H 1.014 -4.062 0.548  0.104
C -1.575 4.314 -9.078  -0.106
O -1.480 4.828 -7.761  -0.194
C -2.677 5.457 -7.361  -0.250
C -2.554 5.932 -5.940  -0.224
N -2.748 4.859 -4.987  -0.063
C -2.696 5.305 -3.593  -0.201
C -3.026 4.131 -2.675  -0.224
O -2.403 2.965 -3.169  -0.241
C -2.829 1.733 -2.617  -0.092
H -1.961 5.085 -9.751  0.088
H -2.208 3.421 -9.107  0.089
H -0.570 4.035 -9.387  0.086
H -3.505 4.738 -7.438  0.129
H -2.941 6.302 -8.012  0.124
H -3.383 6.636 -5.794  0.123
H -1.628 6.510 -5.804  0.126
H -2.042 4.139 -5.081  0.105
H -3.461 6.071 -3.469  0.122
H -1.691 5.699 -3.382  0.117
H -4.111 4.024 -2.633  0.120
H -2.604 4.363 -1.684  0.114
H -3.887 1.529 -2.799  0.107
H -2.532 1.653 -1.567  0.058
H -2.309 0.968 -3.197  0.099
C -2.201 -1.051 2.828  -0.034
O -0.937 -0.421 2.582  -0.320
C -0.077 -0.358 3.716  -0.181
C 1.195 0.399 3.330  -0.166
N 1.617 0.015 1.966  -0.057
C 2.860 0.719 1.552  -0.145
C 4.094 -0.071 1.983  -0.216
O 4.270 -1.194 1.159  -0.205
C 5.433 -1.920 1.487  -0.088
H -2.725 -1.049 1.874  0.063
H -2.765 -0.518 3.592  0.106
H -2.049 -2.100 3.088  0.108
H 0.148 -1.344 4.127  0.129
H -0.592 0.178 4.524  0.138
H 1.959 0.033 4.031  0.128
H 1.097 1.466 3.535  0.129
H 1.831 -0.987 2.052  0.100
H 2.934 1.680 2.057  0.131
H 2.859 0.780 0.468  0.097
H 4.012 -0.340 3.051  0.129
H 4.989 0.567 1.933  0.136
H 5.385 -2.367 2.489  0.085
H 6.319 -1.277 1.510  0.098
H 5.521 -2.713 0.750  0.099
C -5.430 1.916 0.199  -0.673
O -6.581 1.690 -0.102  0.055
N -4.618 0.956 0.771  0.151
N -4.856 3.158 0.031  0.152
H -5.116 0.118 1.007  0.100
H -3.678 1.181 1.028  0.061
H -3.931 3.325 0.377  0.080
H -5.466 3.918 -0.204  0.110
C 1.279 2.400 -1.534  -0.599
O 0.939 2.116 -0.362  -0.117
N 2.565 2.653 -1.840  0.211
N 0.376 2.416 -2.543  0.211
H 2.845 2.843 -2.786  0.123
H 3.261 2.402 -1.160  0.111
H 0.713 2.403 -3.490  0.123
H -0.575 2.686 -2.332  0.081
C 2.625 -1.544 -2.656  -0.665
O 3.650 -1.657 -3.299  0.039
N 1.443 -1.047 -3.152  0.160
N 2.544 -1.857 -1.315  0.171
H 1.406 -0.639 -4.066  0.104
H 0.703 -0.893 -2.486  0.002
H 3.410 -2.050 -0.856  0.078
H 1.672 -1.904 -0.818  0.051
C -3.610 -3.675 -1.347  -0.677
O -4.551 -4.430 -1.476  0.042
N -2.402 -3.896 -1.956  0.159
N -3.676 -2.550 -0.551  0.150
H -2.272 -4.782 -2.406  0.105
H -1.615 -3.297 -1.782  0.051
H -4.585 -2.335 -0.185  0.094
H -2.986 -1.814 -0.588  0.010

Output
Kohn-Sham gap (spin up / spin down) in eV: 7.3 / 4.9
Total charge: +1
2S+1: 3



4.
Entry from OMol25: C7H28BeBrN14O7 as an isolated structure at a distorted geometry (ωB97M-V with the def2-TZVPD basis set).

Each line ends with the natural charge from an NBO analysis.
CARTESIAN COORDINATES (ANGSTROEM)
Be -4.192 1.559 -20.464  1.577
Br -6.981 0.923 -19.915  -0.762
C -0.852 -0.285 -21.172  0.746
O -1.817 0.415 -21.086  -0.673
N 0.284 0.012 -21.686  -0.821
N -0.788 -1.521 -20.833  -0.818
H 0.482 0.998 -21.788  0.395
H 1.030 -0.659 -21.800  0.390
H -1.614 -1.997 -20.500  0.416
H 0.058 -2.037 -21.026  0.381
C -4.290 -1.311 -22.608  0.769
O -4.403 -0.509 -21.738  -0.689
N -5.175 -2.248 -22.803  -0.818
N -3.335 -1.337 -23.505  -0.833
H -5.972 -2.241 -22.183  0.430
H -5.087 -2.800 -23.644  0.384
H -2.639 -0.606 -23.550  0.408
H -3.290 -2.088 -24.180  0.384
C -4.667 3.664 -17.507  0.741
O -4.461 2.914 -18.426  -0.711
N -5.318 3.341 -16.496  -0.796
N -4.339 4.886 -17.453  -0.828
H -5.881 2.513 -16.625  0.430
H -5.289 3.895 -15.652  0.388
H -4.535 5.398 -16.604  0.390
H -3.876 5.371 -18.208  0.420
C -2.911 2.423 -23.907  0.746
O -3.533 2.337 -22.877  -0.711
N -3.368 2.755 -25.048  -0.808
N -1.658 2.437 -23.962  -0.834
H -4.368 2.893 -25.078  0.417
H -2.743 2.974 -25.810  0.392
H -1.192 2.317 -24.850  0.398
H -1.359 2.396 -22.999  0.427
C -1.535 4.009 -19.711  0.771
O -2.152 3.211 -20.314  -0.673
N -0.472 4.490 -20.306  -0.821
N -1.748 4.628 -18.589  -0.839
H 0.001 5.149 -19.704  0.360
H -0.121 4.403 -21.249  0.409
H -1.089 5.273 -18.178  0.396
H -2.550 4.347 -18.043  0.415
C -3.443 -1.012 -18.020  0.776
O -3.635 -0.279 -18.957  -0.695
N -2.284 -1.519 -17.619  -0.832
N -4.311 -1.322 -17.135  -0.807
H -2.203 -1.545 -16.612  0.381
H -1.503 -1.112 -18.112  0.392
H -5.141 -0.755 -17.236  0.419
H -4.136 -1.817 -16.273  0.395
C -4.658 5.127 -21.063  0.746
O -5.216 4.104 -20.957  -0.653
N -4.970 6.149 -20.352  -0.843
N -3.840 5.394 -22.011  -0.833
H -5.712 5.904 -19.713  0.410
H -4.861 7.103 -20.666  0.392
H -3.575 6.321 -22.312  0.390
H -3.695 4.572 -22.579  0.419

Output
Kohn-Sham gap in eV: 7.5
Total charge: +1



5.
Entry from OMol25: C21H66O12 as an isolated structure at a distorted geometry (ωB97M-V with the def2-TZVPD basis set).

Each line ends with the Löwdin charge.
CARTESIAN COORDINATES (ANGSTROEM)
C -3.981 -22.088 -4.745  -0.079
C -5.541 -21.803 -4.820  -0.254
O -5.602 -20.392 -4.899  -0.182
H -3.670 -21.478 -3.897  0.045
H -3.412 -21.701 -5.590  0.068
H -3.673 -23.095 -4.464  0.024
H -5.966 -22.186 -3.892  0.075
H -6.069 -22.291 -5.639  0.016
H -5.161 -20.145 -4.083  0.031
C -7.352 -22.879 -6.388  -0.087
C -8.726 -23.402 -5.946  -0.251
O -8.579 -24.739 -5.496  -0.069
H -7.377 -21.972 -6.993  0.115
H -6.753 -23.632 -6.900  0.048
H -6.870 -22.537 -5.472  0.009
H -9.312 -23.459 -6.864  0.122
H -9.090 -22.856 -5.076  0.092
H -8.053 -24.770 -4.694  -0.317
C -5.060 -18.169 -5.285  -0.171
C -4.780 -17.206 -4.160  -0.250
O -5.895 -16.285 -4.157  -0.075
H -4.357 -18.992 -5.416  0.073
H -5.143 -17.706 -6.268  0.138
H -6.063 -18.581 -5.177  0.095
H -3.880 -16.699 -4.508  0.113
H -4.570 -17.661 -3.191  0.088
H -5.660 -15.442 -3.761  0.071
C -5.157 -24.368 -4.067  -0.056
C -6.143 -25.504 -4.069  -0.155
O -7.408 -24.924 -3.966  0.100
H -5.375 -23.617 -3.307  0.095
H -5.325 -23.850 -5.011  0.044
H -4.086 -24.573 -4.087  0.072
H -6.017 -26.263 -3.297  0.132
H -6.125 -26.096 -4.984  0.129
H -7.423 -24.502 -3.104  0.147
C -3.317 -19.226 -8.162  -0.045
C -4.038 -20.214 -7.232  -0.333
O -5.000 -19.433 -6.640  -0.180
H -2.736 -19.744 -8.925  0.062
H -2.863 -18.340 -7.717  0.076
H -4.067 -18.746 -8.792  0.072
H -3.246 -20.536 -6.556  0.117
H -4.310 -21.144 -7.731  -0.039
H -5.006 -19.785 -5.747  -0.125
C -1.578 -22.137 -3.504  -0.039
C -2.594 -22.945 -2.661  -0.342
O -2.582 -24.277 -2.945  -0.078
H -1.812 -22.252 -4.562  0.057
H -0.531 -22.437 -3.464  0.087
H -1.595 -21.064 -3.313  0.073
H -3.595 -22.565 -2.460  0.087
H -2.200 -22.908 -1.645  0.098
H -2.526 -24.556 -3.862  0.014
O -3.770 -19.725 -3.824  -0.098
H -3.935 -20.269 -3.053  -0.125
H -3.085 -19.117 -3.546  0.104
O -2.635 -24.169 -5.429  -0.072
H -2.219 -24.937 -5.036  0.080
H -2.657 -24.362 -6.366  -0.104
O -6.451 -22.054 -2.298  -0.009
H -6.854 -22.920 -2.235  0.115
H -7.151 -21.487 -2.622  -0.033
C -8.704 -20.607 -5.055  -0.027
C -7.674 -20.730 -3.952  -0.392
C -7.082 -19.359 -3.407  0.027
O -8.464 -21.292 -2.919  -0.025
H -8.878 -21.592 -5.489  0.018
H -8.326 -19.932 -5.823  0.105
H -9.649 -20.126 -4.802  0.099
H -6.912 -21.363 -4.407  0.065
H -7.102 -19.353 -2.318  0.064
H -7.546 -18.470 -3.834  0.113
H -6.014 -19.273 -3.606  0.048
H -9.165 -20.681 -2.681  0.136
C -3.034 -20.656 -0.905  -0.011
C -4.541 -20.997 -1.111  -0.309
C -5.382 -19.804 -0.807  -0.036
O -4.566 -21.178 -2.557  -0.226
H -2.772 -20.222 0.060  0.091
H -2.717 -19.890 -1.613  0.080
H -2.267 -21.393 -1.140  0.052
H -4.856 -21.900 -0.588  0.155
H -5.215 -19.445 0.209  0.097
H -6.463 -19.938 -0.825  0.072
H -5.257 -19.024 -1.558  0.081
H -5.421 -21.556 -2.777  -0.071
C -5.338 -24.900 -7.122  -0.048
C -4.345 -24.090 -8.036  -0.288
C -4.531 -22.504 -7.928  -0.063
O -3.059 -24.435 -7.538  -0.006
H -5.455 -24.415 -6.153  0.022
H -4.968 -25.921 -7.031  0.103
H -6.272 -24.980 -7.679  0.098
H -4.508 -24.488 -9.037  0.135
H -3.881 -22.051 -8.676  0.113
H -4.220 -22.120 -6.956  0.055
H -5.530 -22.109 -8.111  0.119
H -2.416 -23.815 -7.892  0.136

Output
Kohn-Sham gap in eV: 7.0
ΔE to the lowest compared entry with this formula, charge and spin in eV: 36.816



6.
Entry from OMol25: one molecule with the formula C3H5NO at a distorted geometry (ωB97M-V with the def2-TZVPD basis set).

Each line ends with the natural charge from an NBO analysis.
CARTESIAN COORDINATES (ANGSTROEM)
O 2.134 -0.602 0.250  -0.512
C 0.980 -0.296 0.198  0.597
C 0.197 1.046 0.286  -0.323
N -1.015 0.267 0.055  -0.650
C -0.320 -0.978 -0.199  -0.380
H 0.301 1.598 1.232  0.208
H 0.420 1.737 -0.546  0.205
H -1.908 0.434 0.483  0.398
H -0.685 -1.972 -0.394  0.264
H -0.104 -1.234 -1.365  0.192

Output
Structure (SMILES): O=C1CNC1
Kohn-Sham gap in eV: 9.6
ΔE to the lowest compared entry with this formula, charge and spin in eV: 2.821



Q: Number 4 is which compound?
A: C7H28BeBrN14O7